Run a
C6H15NSi2 in the gas phase. Source: OMol25; level of theory: ωB97M-V/def2-TZVPD.

Each line ends with the Mulliken charge.
Atoms and positions in Å:
C: 1.294 -3.161 2.321  -0.62
C: 0.974 -3.232 1.025  -0.12
Si: -0.199 -1.977 0.308  0.50
C: -0.318 -2.045 -1.630  -1.14
C: 0.445 -0.035 0.714  -0.83
C: -0.258 1.323 0.450  -0.15
N: 0.559 2.756 0.671  -0.60
Si: 0.064 2.511 -1.003  0.39
C: -1.278 3.834 -1.547  -1.12
H: 1.671 -3.813 3.105  0.29
H: 0.873 -2.282 2.808  0.10
H: 1.259 -4.079 0.365  0.31
H: -1.708 -2.343 0.547  -0.15
H: -0.722 -3.039 -2.012  0.29
H: -1.037 -1.382 -1.879  0.34
H: 0.547 -1.749 -2.099  0.38
H: 1.328 -0.159 0.177  0.32
H: 0.783 -0.231 1.814  0.13
H: -1.180 1.440 0.940  0.52
H: 0.384 3.329 1.586  0.27
H: 1.156 2.371 -1.922  -0.14
H: -2.232 3.366 -1.397  0.35
H: -1.194 4.538 -0.778  0.36
H: -1.212 4.059 -2.564  0.30

Results
Gap between HOMO and LUMO ... 9.472 eV
Lowest unoccupied orbital energy ... 0.853 eV
Highest occupied orbital energy ... -8.62 eV
Structure (SMILES) ... C=C[Si@H](C)C[C@H]1N[Si@@H]1C

---

Run b
C6H15NSi2 in the gas phase. Source: OMol25; level of theory: ωB97M-V/def2-TZVPD.

Each line ends with the Mulliken charge.
Atoms and positions in Å:
C: -2.761 1.286 -0.164  -0.69
C: -1.995 1.381 -1.227  -0.31
Si: -0.151 1.393 -1.160  0.12
C: 0.590 3.105 -1.083  -1.01
N: 0.607 0.378 0.055  -0.23
Si: 0.218 -1.302 1.263  0.43
C: -1.282 -2.139 0.504  -0.84
C: 1.720 -2.463 1.415  -0.25
C: 2.108 -2.776 2.711  -0.65
H: -3.820 1.443 -0.142  0.26
H: -2.329 0.999 0.777  0.24
H: -2.415 1.581 -2.121  0.48
H: 0.078 0.758 -2.380  -0.17
H: -0.055 3.748 -1.756  0.28
H: 0.486 3.794 -0.095  0.29
H: 1.612 3.344 -1.418  0.34
H: 1.524 0.749 0.427  0.21
H: -0.265 -0.726 2.455  -0.16
H: -2.046 -1.364 0.192  0.18
H: -0.992 -2.594 -0.404  0.29
H: -1.774 -2.883 1.213  0.31
H: 2.307 -2.506 0.544  0.39
H: 3.024 -3.424 2.841  0.22
H: 1.458 -2.687 3.527  0.26

Results
Gap between HOMO and LUMO ... 9.322 eV
Lowest unoccupied orbital energy ... 0.705 eV
Highest occupied orbital energy ... -8.62 eV
Structure (SMILES) ... C=C[Si@@H](C)N[Si@@H](C)C=C

---

Looking at the structures above, which would you pick as the most stable? I would pick run b.